Entry 1:
Density functional theory data (wB97M-V/def2-TZVPD) for a 2-piece molecular cluster, C6H13NO3 overall.

Calculated values
Max |F|: 5.08 eV Å⁻¹
Energy above the lowest of the compared OMol25 structures with the same formula, charge and spin: 3.811 eV
Kohn-Sham gap: 9.3 eV
Highest occupied orbital energy: -8.901 eV

Structure (ORCA input):
```
! RIJCOSX wB97M-V def2-TZVPD def2/J DEFGRID3
* xyz 0 1
C 1.95 0.62 -0.39
N 0.51 0.61 -0.31
C -0.77 1.33 -1.03
O -0.74 2.04 -2.01
C -1.57 0.09 -0.65
C -0.30 -0.62 -0.11
C 0.13 -1.82 -0.94
C -0.44 -0.98 1.37
O 0.76 -1.44 1.94
H 2.33 -0.13 -1.09
H 2.26 1.60 -0.78
H 2.41 0.45 0.60
H -2.32 0.30 0.13
H -2.01 -0.40 -1.53
H 0.26 -1.55 -2.00
H 1.08 -2.23 -0.57
H -0.64 -2.61 -0.88
H -0.82 -0.09 1.92
H -1.21 -1.76 1.47
H 1.20 -0.70 2.38
O -0.73 2.81 0.56
H 0.13 2.00 0.79
H -1.46 2.48 1.13
*
```

=====

Entry 2:
Density functional theory data (wB97M-V/def2-TZVPD) for one molecule with the formula C6H13NO3.

Calculated values
Max |F|: 2.15 eV Å⁻¹
Energy above the lowest of the compared OMol25 structures with the same formula, charge and spin: 4.590 eV
Kohn-Sham gap: 7.8 eV
Highest occupied orbital energy: -7.568 eV

Structure (ORCA input):
```
! RIJCOSX wB97M-V def2-TZVPD def2/J DEFGRID3
* xyz 0 1
C -0.42 -1.28 0.33
C 1.19 0.25 1.58
C 0.79 -0.28 0.20
O -1.43 -0.93 1.21
O -1.14 -1.15 -1.13
O 0.08 -2.50 0.52
N 1.86 -0.97 -0.37
H -1.54 -1.68 1.82
H -2.08 -1.02 -0.92
H 1.19 -2.30 0.17
H 1.61 -1.31 -1.30
H 1.59 -0.57 2.17
H 1.97 0.99 1.46
H 0.35 0.68 2.12
C -0.71 1.98 0.02
C 0.18 0.99 -0.74
C -0.50 0.33 -1.85
H 1.11 1.43 -1.07
H -1.11 2.73 -0.67
H -1.54 1.47 0.51
H -0.15 2.50 0.79
H 0.13 -0.14 -2.59
H -1.42 0.77 -2.24
*
```